ORCA calculation (ωB97M-V/def2-TZVPD) on C14H30IOP2Pm as an isolated structure at a distorted geometry.

Properties
Energy above the lowest of the compared OMol25 structures with the same formula, charge and spin: 116.1 kJ/mol
HOMO energy (spin up / spin down): -0.5208 / -0.5213 Eh
Electronic energy: -60266.90447 eV
Gap between HOMO and LUMO (spin up / spin down): 6.12 / 6.14 eV
Total charge: +2
Max |F|: 0.08376 hartree/bohr
Spin multiplicity: 5

Last column: Löwdin charge in e.
CARTESIAN COORDINATES (ANGSTROEM)
Pm1 1.00690 1.41279 -1.18870  0.9740
I1 2.41264 3.61320 -0.04139  0.8830
P1 -1.73990 1.93825 -0.46148  0.7654
P2 2.53604 -0.84989 -0.39513  0.7099
O1 0.53169 1.08595 2.43442  0.1218
C1 3.73820 -0.54598 0.97091  -0.2301
C2 -0.03558 -0.53091 0.01393  -0.3594
C3 2.40148 -2.65105 -0.32694  -0.2293
C4 -2.05727 3.14368 0.91838  -0.2396
C5 3.64450 -0.64968 -1.83671  -0.2882
C6 -1.65563 -2.38642 1.15884  -0.6143
C7 -1.71119 -3.69539 0.36624  -0.0446
C8 -3.37256 1.08714 -0.47858  -0.2272
C9 0.71562 1.29841 1.30679  -0.3118
C10 -1.05998 -2.67755 2.54169  -0.0464
C11 -2.01223 3.07892 -1.92540  -0.2732
C12 -3.10968 -1.94369 1.39989  -0.0633
C13 2.90864 3.97374 -2.39553  -0.2358
C14 -0.82077 -1.34795 0.48796  -0.0949
H1 -1.20526 3.81338 -1.98084  0.0289
H2 -1.04929 -1.75683 3.13530  0.0883
H3 -1.27708 3.90471 0.92589  0.0392
H4 4.59795 -1.20879 0.85024  0.0631
H5 -2.28822 -4.46010 0.90574  0.1024
H6 3.24605 -0.75401 1.92095  0.0564
H7 -2.01904 2.58886 1.85467  0.0474
H8 4.01248 0.37931 -1.94364  0.0359
H9 3.39518 -3.13360 -0.27357  0.0779
H10 4.07633 0.49145 0.96801  0.0358
H11 -3.62556 -1.75958 0.45044  0.0805
H12 -3.46395 0.50735 -1.40800  0.0652
H13 2.50153 4.96790 -2.54674  0.0157
H14 -2.19360 -3.53967 -0.60166  0.0908
H15 3.11897 -0.94418 -2.75468  0.0531
H16 -3.13898 -1.03706 2.02037  0.0851
H17 -0.70799 -4.09541 0.20054  0.0802
H18 -1.64430 -3.42681 3.09719  0.1042
H19 2.57695 3.27445 -3.18282  0.0240
H20 -4.20962 1.79835 -0.42482  0.0726
H21 -2.97405 3.57202 -1.78489  0.0591
H22 -2.02745 2.46485 -2.83016  0.0443
H23 -3.03390 3.61821 0.81173  0.0631
H24 3.97921 4.04975 -2.35410  0.0071
H25 4.49545 -1.32292 -1.67249  0.0655
H26 -3.44464 0.39749 0.36471  0.0143
H27 1.88291 -3.01915 -1.22926  0.0706
H28 1.81356 -2.95043 0.54918  0.0470
H29 -0.03756 -3.05043 2.44241  0.0805
H30 -3.67698 -2.72268 1.94110  0.1055

Force components x, y, z for each atom (eV/Å):
Pm -1.84 -3.37 0.92
I 1.23 1.48 -1.84
P -1.51 1.91 -0.20
P 1.81 0.55 0.23
O 0.72 1.02 -3.84
C -0.39 0.07 -0.17
C -1.06 0.58 -0.69
C -0.69 -0.57 -0.25
C 0.55 -0.52 -0.28
C 0.15 -0.33 -0.15
C -0.54 -0.48 0.49
C 0.21 -0.15 -0.40
C 0.38 -0.69 -0.25
C -0.72 -1.22 4.07
C 0.39 0.20 0.28
C 0.28 -0.73 0.59
C -0.22 0.34 -0.06
C -0.06 0.70 0.99
C 0.05 -0.32 0.14
H -0.11 0.17 -0.10
H 0.11 -0.17 0.03
H -0.02 0.07 0.09
H -0.06 0.03 0.05
H 0.15 0.35 -0.03
H 0.08 0.00 0.07
H -0.05 0.10 0.14
H 0.06 -0.11 0.05
H -0.35 0.48 -0.03
H 0.01 -0.03 0.02
H 0.03 -0.01 0.19
H -0.01 0.07 0.29
H -0.29 -0.10 0.13
H 0.08 -0.06 0.01
H 0.23 -0.02 0.06
H -0.06 -0.14 -0.15
H -0.05 -0.01 -0.06
H 0.09 0.23 -0.36
H -0.19 -0.17 0.89
H 0.50 0.04 -0.03
H 0.10 0.14 -0.24
H -0.11 0.22 -0.10
H 0.07 -0.10 -0.08
H 0.39 -0.28 0.14
H 0.02 0.26 -0.40
H 0.04 0.11 -0.15
H 0.14 0.10 0.40
H 0.10 0.09 -0.21
H -0.01 0.03 0.12
H 0.41 0.26 -0.27